Record 1
The following is a quantum chemistry calculation of a cluster of 2 separate species, C6H8 in total, from OMol25.

Each line ends with the natural charge from an NBO analysis.
Atoms and positions in Å:
C 2.2854 -0.1278 -0.1890  -0.53
C 3.4212 -0.6931 -0.0208  0.13
C 1.0943 0.4145 0.0586  0.32
C 0.4656 1.6876 0.1369  -0.72
C -1.7059 -0.6856 -0.3066  -0.66
C -0.3939 -1.2389 0.3115  -0.33
H 1.2392 2.3354 0.0311  0.23
H -0.0237 1.7135 1.1075  0.25
H -0.1362 1.7457 -0.6731  0.25
H -2.3553 -0.2141 0.3991  0.21
H -2.2456 -1.4782 -0.8807  0.23
H -1.3657 0.0500 -1.0120  0.21
H 0.1121 -1.9101 -0.4057  0.21
H -0.3916 -1.5987 1.4431  0.22

Output
Kohn-Sham gap: 0.2800 hartree
HOMO level: -8.5053 eV
Net charge: 0
E_LUMO: -0.9 eV

=====

Record 2
The following is a quantum chemistry calculation of a structure of composition C4H3O3, from OMol25.

Each line ends with the natural charge from an NBO analysis.
Atoms and positions in Å:
C -0.3236 0.6805 -0.9844  -0.53
C -0.2270 -0.6877 -0.8247  0.47
C -0.3348 1.1270 0.3114  0.48
C -0.0529 -0.3948 0.6655  -0.07
O -0.3528 -1.7320 -1.3996  -0.67
O -0.5971 2.0928 1.0591  -0.69
O 1.2553 -0.6590 1.2888  -0.75
H -0.4766 1.2939 -1.9325  0.15
H -0.8119 -0.8937 1.2714  0.14
H 1.9215 -0.8270 0.5451  0.46

Output
Kohn-Sham gap: 0.2992 hartree
HOMO level: -4.0183 eV
Net charge: -1
E_LUMO: 4.1 eV

=====

Record 3
The following is a quantum chemistry calculation of a structure of composition C14H19Cl4NO2S2Ti, from OMol25.

Each line ends with the Mulliken spin population.
Atoms and positions in Å:
Ti 0.1194 0.0362 -0.1458  0.88
S -1.1649 1.6956 -1.3755  0.01
S 2.1652 -1.0999 0.5299  0.01
C -2.9580 1.3956 -1.2947  0.01
C -0.7535 1.1615 -3.0951  0.01
C -0.1458 -0.2215 -3.1460  -0.01
N 0.9719 -0.3089 -2.1890  0.00
C 1.6848 -1.5981 -2.1865  -0.01
C 2.7778 -1.5734 -1.1435  0.01
H -0.0601 1.9087 -3.4767  0.00
H -1.6541 1.2204 -3.6990  0.00
H 0.1834 -0.4318 -4.1683  0.00
H -0.8754 -0.9786 -2.8716  0.00
H 2.1232 -1.8150 -3.1653  0.00
H 0.9602 -2.3790 -1.9729  0.00
H 3.5396 -0.8365 -1.3918  0.00
H 3.2753 -2.5357 -1.0673  0.00
C 1.8131 -2.7243 1.2728  0.01
H 1.6456 0.4141 -2.4325  0.01
H 1.0816 -3.2753 0.6938  0.00
H 1.4232 -2.5320 2.2655  0.00
H 2.7421 -3.2786 1.3555  0.00
H -3.2628 1.6188 -0.2787  0.00
H -3.1981 0.3645 -1.5280  0.00
H -3.4581 2.0743 -1.9774  0.00
C 1.8694 2.7498 0.6992  -0.01
C 2.3356 2.5690 -0.5264  0.01
H 2.3548 2.3170 1.5647  0.00
H 0.9816 3.3387 0.8917  0.00
H 3.2234 1.9802 -0.7188  0.00
H 1.8502 3.0019 -1.3920  0.00
Cl -2.4244 0.9295 5.8450  0.00
C -2.0597 0.3111 4.2329  0.00
C -2.7351 -0.8278 3.7447  0.00
Cl -3.9432 -1.6321 4.7487  0.00
C -2.4506 -1.3283 2.4601  0.00
Cl -3.2842 -2.7499 1.8364  0.00
C -1.4935 -0.6949 1.6630  0.02
O -1.2003 -1.1635 0.4146  0.05
C -0.8011 0.4720 2.1648  -0.02
O 0.1349 1.0859 1.3843  0.01
C -1.0938 0.9588 3.4407  0.00
Cl -0.2398 2.3815 4.0344  0.00

Output
Kohn-Sham gap (alpha / beta): 0.2675 / 0.2881 hartree
HOMO level (alpha / beta): -10.5730 / -10.8302 eV
Net charge: +1
2S+1: 2
E_LUMO (alpha / beta): -3.3 / -3.0 eV

=====

Record 4
The following is a quantum chemistry calculation of a cluster of 5 separate species, C15H28N5O16S4 in total, from OMol25.

Each line ends with the natural charge from an NBO analysis.
Atoms and positions in Å:
C 0.4752 -3.2942 3.1836  -0.22
C 1.0753 -2.5876 2.4070  -0.02
C 1.5253 -1.4749 1.4864  -0.53
C 0.4365 -0.4217 1.3739  0.45
N 0.3478 0.6872 0.6296  -0.43
C -0.8537 1.2925 0.9475  0.55
N -1.3711 2.4342 0.4331  -0.88
N -1.4482 0.5253 1.8926  -0.13
C -2.7125 0.6387 2.6619  -0.26
C -3.8293 1.4635 1.9641  -0.24
N -4.2130 0.9870 0.6262  -0.81
N -0.6769 -0.5286 2.1394  -0.31
H -0.2326 -3.8658 3.7791  0.27
H 1.8445 -1.8884 0.5081  0.30
H 2.4305 -1.0396 1.9654  0.29
H -1.0822 3.3596 0.7131  0.43
H -2.0820 2.3434 -0.2845  0.43
H -3.1025 -0.3989 2.7782  0.24
H -2.4661 0.9768 3.6897  0.24
H -4.7279 1.3826 2.6104  0.25
H -3.5441 2.5352 1.9917  0.20
H -3.3851 0.5907 0.1758  0.33
H -4.8452 0.1943 0.7549  0.38
H -0.9761 -1.2329 2.8099  0.47
C 2.4700 -4.8892 -2.6396  -0.10
C 3.1671 -3.9627 -1.6650  -0.11
O 2.7561 -4.4203 -0.3672  -0.71
S 2.5358 -6.0226 -0.4190  2.54
O 3.7089 -6.6506 0.0702  -0.88
O 1.2423 -6.3123 0.0900  -0.90
O 2.5136 -6.1777 -2.0207  -0.68
H 1.4221 -4.6095 -2.7746  0.19
H 2.9639 -4.9164 -3.6082  0.22
H 2.8906 -2.9212 -1.8118  0.22
H 4.2525 -4.0616 -1.7312  0.21
C -4.2736 0.1974 7.6280  -0.10
C -4.8934 1.5613 7.4002  -0.11
O -5.3163 1.5419 6.0297  -0.69
S -5.7578 0.0449 5.6330  2.55
O -7.1648 -0.0589 5.7381  -0.87
O -5.0556 -0.3273 4.4481  -0.94
O -5.0970 -0.7112 6.8884  -0.68
H -3.2603 0.1488 7.2212  0.18
H -4.2539 -0.0787 8.6798  0.23
H -4.1908 2.3730 7.5736  0.22
H -5.7769 1.7067 8.0256  0.21
C 0.9933 3.8724 -2.7371  -0.10
C -0.2905 3.5420 -3.4742  -0.10
O -0.1212 4.1073 -4.7750  -0.67
S 1.4359 4.0446 -5.1832  2.54
O 1.6396 2.8921 -5.9937  -0.91
O 1.8510 5.3398 -5.5744  -0.87
O 2.0263 3.7312 -3.7146  -0.69
H 0.9944 4.9072 -2.3857  0.20
H 1.1720 3.2041 -1.8962  0.21
H -1.1703 3.9593 -2.9887  0.21
H -0.4155 2.4614 -3.5874  0.19
C 4.7623 1.4614 -5.3341  -0.10
C 3.8220 0.5080 -6.0281  -0.10
O 4.3829 -0.7916 -5.8004  -0.68
S 5.1160 -0.8038 -4.3674  2.54
O 4.2261 -1.3682 -3.4068  -0.94
O 6.4379 -1.2822 -4.5419  -0.88
O 5.1595 0.7886 -4.1327  -0.68
H 5.6572 1.6442 -5.9330  0.20
H 4.2850 2.4100 -5.1008  0.22
H 3.7394 0.7075 -7.0935  0.23
H 2.8279 0.5327 -5.5771  0.20

Output
Kohn-Sham gap: 0.3523 hartree
HOMO level: -12.9392 eV
Net charge: +1
E_LUMO: -3.4 eV

=====

| no. | maximum force (eV/Å) |
| --- | --- |
| 1 | 5.93 |
| 2 | 6.69 |
| 3 | 1.28 |
| 4 | 2.81 |